Here is a structure of composition C40H26N13Ru from OMol25. Energies are from ωB97M-V/def2-TZVPD.

Geometry as XYZ:
```
80
Properties=species:S:1:pos:R:3:lowdin_charge:R:1
Ru -0.756 -0.778 0.022 1.20
C 4.464 -4.809 -0.095 -0.05
C 3.539 -5.714 -0.610 -0.05
C 2.215 -5.341 -0.817 0.01
C 1.865 -4.042 -0.502 -0.10
C 0.564 -3.348 -0.563 -0.23
N 0.686 -2.119 -0.160 -0.01
C 2.089 -1.809 0.183 -0.40
N 2.289 -1.216 1.504 0.24
C 1.547 -0.275 1.920 -0.24
C 1.758 0.486 3.178 -0.11
C 2.685 0.353 4.186 0.01
C 2.600 1.245 5.255 -0.05
C 1.620 2.231 5.295 -0.05
C 0.682 2.354 4.270 0.00
C 0.774 1.465 3.221 -0.11
C -0.074 1.273 2.024 -0.25
N -1.145 2.055 1.739 0.22
C -2.106 1.691 0.941 -0.25
N -2.295 0.434 0.433 -0.02
C -3.471 0.366 -0.215 -0.24
N -4.023 -0.729 -0.698 0.22
C -3.375 -1.887 -0.813 -0.23
N -2.042 -2.069 -0.793 0.00
C -1.752 -3.422 -0.950 -0.23
N -0.598 -3.995 -0.910 0.22
C -3.034 -4.144 -1.123 -0.11
C -3.316 -5.480 -1.281 0.01
C -4.661 -5.846 -1.338 -0.05
C -5.669 -4.894 -1.233 -0.05
C -5.370 -3.541 -1.073 0.01
C -4.041 -3.191 -1.025 -0.11
C -4.102 1.712 -0.199 -0.10
C -5.265 2.189 -0.756 0.01
C -5.544 3.548 -0.591 -0.05
C -4.686 4.377 0.121 -0.05
C -3.517 3.877 0.698 0.00
C -3.244 2.541 0.518 -0.11
N 0.388 0.277 1.294 0.00
C 2.787 -3.142 -0.002 -0.11
C 4.096 -3.502 0.218 0.00
H 5.486 -5.127 0.065 0.11
H 3.858 -6.720 -0.847 0.11
H 1.477 -6.031 -1.206 0.12
H 3.443 -0.418 4.149 0.12
H 3.305 1.165 6.072 0.11
H 1.582 2.909 6.137 0.11
H -0.090 3.112 4.295 0.12
H -2.521 -6.209 -1.362 0.12
H -4.928 -6.887 -1.460 0.11
H -6.703 -5.211 -1.274 0.11
H -6.151 -2.796 -0.986 0.12
H -5.932 1.533 -1.302 0.12
H -6.441 3.966 -1.029 0.11
H -4.930 5.425 0.228 0.11
H -2.851 4.512 1.270 0.12
H 4.817 -2.804 0.629 0.12
N -0.287 0.513 -1.589 0.12
C 0.260 1.522 -1.756 -0.21
N 0.803 2.693 -1.943 -0.05
C 0.475 3.782 -0.994 -0.12
C 1.647 3.955 -0.045 -0.16
C 2.922 4.337 -0.832 -0.16
C 2.780 4.112 -2.347 -0.17
C 2.053 2.829 -2.737 -0.11
H -0.445 3.526 -0.476 0.10
H 0.297 4.690 -1.571 0.13
H 1.793 3.006 0.482 0.10
H 1.403 4.706 0.708 0.12
H 3.771 3.773 -0.452 0.11
H 3.154 5.390 -0.671 0.11
H 3.767 4.077 -2.808 0.12
H 2.261 4.960 -2.797 0.11
H 2.681 1.953 -2.566 0.10
H 1.800 2.855 -3.795 0.13
N 2.562 -0.856 -0.807 0.24
C 3.596 -0.337 -1.096 -0.15
N 4.573 0.318 -1.414 0.15
C 5.611 0.270 -2.230 -0.32
N 6.537 0.324 -2.916 0.15
```

Computed properties:
Relative energy (zero: lowest compared OMol25 entry of this formula, charge and spin), kcal per mole: 0.00
Charge: +1
Strongest force on any atom, eV/Å: 1.21

---

Here is a cluster of 2 separate species, C4H9N4O2S in total from OMol25. Energies are from ωB97M-V/def2-TZVPD.

Geometry as XYZ:
```
20
Properties=species:S:1:pos:R:3:nbo_charge:R:1
C 0.186 -0.313 -0.574 0.55
C -1.384 1.433 -0.817 -0.27
C 1.307 -2.048 2.538 -0.07
C -0.538 0.600 0.304 -0.18
N 0.255 -0.906 -1.616 -0.50
N -1.651 0.771 -2.082 -0.82
N 1.275 -1.632 1.296 -0.16
N 0.144 1.458 1.180 -0.81
O 0.604 1.316 -2.989 -0.81
O 1.797 -2.572 0.286 -0.58
S -0.448 0.322 -3.086 1.67
H -2.409 1.679 -0.396 0.26
H -0.773 2.423 -1.084 0.27
H 0.913 -1.439 3.329 0.21
H 1.744 -2.942 2.892 0.20
H -1.190 0.021 0.960 0.28
H -2.554 0.142 -2.063 0.45
H -0.463 1.991 1.775 0.41
H 1.060 1.805 0.697 0.41
H 2.126 -2.106 -0.548 0.49
```

Computed properties:
Relative energy (zero: lowest compared OMol25 entry of this formula, charge and spin), kcal per mole: 69.23
Charge: +1
Strongest force on any atom, eV/Å: 3.95

---

Here is a cluster of 2 separate species, C16H18Cl2N in total from OMol25. Energies are from ωB97M-V/def2-TZVPD.

Geometry as XYZ:
```
37
Properties=species:S:1:pos:R:3:nbo_charge:R:1
C -1.225 2.055 1.467 -0.41
N -0.105 2.197 0.554 -0.43
C -0.280 3.301 -0.377 -0.41
C 1.209 2.160 1.172 -0.41
H -1.082 1.133 2.043 0.20
H -1.310 2.919 2.150 0.19
H -2.137 1.990 0.856 0.20
H 0.537 3.256 -1.111 0.20
H -1.257 3.170 -0.864 0.20
H -0.260 4.279 0.141 0.19
H 1.953 2.155 0.364 0.20
H 1.384 3.035 1.822 0.19
H 1.280 1.238 1.761 0.20
Cl 5.722 -1.886 -0.746 0.12
C 4.055 -1.560 -0.812 0.03
C 3.569 -0.604 -1.727 -0.25
C 2.211 -0.307 -1.753 -0.09
C 1.273 -0.920 -0.853 -0.10
C -0.091 -0.517 -0.962 0.13
C -1.282 -1.069 -0.405 -0.20
C -2.529 -0.554 -0.895 -0.08
C -3.757 -0.985 -0.401 -0.25
C -3.793 -1.978 0.598 0.05
Cl -5.291 -2.456 1.249 0.11
C -2.601 -2.546 1.055 -0.26
C -1.370 -2.127 0.554 -0.04
C 1.805 -1.916 0.026 -0.12
C 3.163 -2.219 0.040 -0.23
H 4.258 -0.092 -2.391 0.25
H 1.820 0.391 -2.502 0.23
H -0.270 0.228 -1.732 0.22
H -2.498 0.182 -1.706 0.23
H -4.681 -0.544 -0.761 0.25
H -2.644 -3.317 1.830 0.25
H -0.482 -2.647 0.892 0.21
H 1.154 -2.477 0.688 0.22
H 3.553 -2.966 0.738 0.25
```

Computed properties:
Relative energy (zero: lowest compared OMol25 entry of this formula, charge and spin), kcal per mole: 18.79
Charge: +1
Strongest force on any atom, eV/Å: 1.10

---

Here is a structure of composition C18H42N7O9Y from OMol25. Energies are from ωB97M-V/def2-TZVPD.

Geometry as XYZ:
```
77
Properties=species:S:1:pos:R:3:mulliken_spin:R:1
Y 13.207 4.403 1.138 0.00
N 15.678 7.068 2.065 0.00
O 15.003 6.087 1.763 0.00
O 16.867 7.071 1.857 0.00
O 15.054 8.123 2.231 0.00
C 14.640 8.086 -1.628 0.00
C 14.204 6.575 -1.736 0.00
O 13.702 5.990 -0.782 0.00
N 14.453 5.830 -2.799 0.00
C 14.941 6.334 -4.077 0.00
H 13.933 8.744 -2.134 0.00
H 15.609 8.154 -2.123 0.00
H 14.789 8.456 -0.613 0.00
H 14.330 4.827 -2.775 0.00
H 14.289 6.043 -4.900 0.00
H 15.928 5.875 -4.132 0.00
H 15.245 7.378 -3.995 0.00
C 19.472 8.092 3.445 0.12
C 18.864 9.535 3.611 -0.01
O 19.557 10.320 4.217 0.82
N 17.731 9.741 2.996 0.06
C 16.944 10.861 3.172 0.01
H 19.403 7.728 2.420 0.01
H 18.815 7.394 3.964 0.00
H 20.478 7.992 3.853 0.00
H 17.250 8.924 2.649 0.00
H 15.875 10.672 3.070 0.00
H 17.302 11.614 2.471 0.00
H 17.018 11.315 4.160 0.00
C 12.839 13.239 6.001 0.00
C 13.283 12.160 5.055 0.00
O 14.142 12.456 4.191 0.00
N 12.716 10.971 5.207 0.00
C 12.946 9.814 4.358 0.00
H 11.757 13.154 5.901 0.00
H 13.260 14.158 5.594 0.00
H 13.224 13.030 7.000 0.00
H 12.050 10.753 5.935 0.00
H 13.605 9.039 4.749 0.00
H 13.471 10.041 3.430 0.00
H 12.015 9.301 4.113 0.00
C 12.797 6.460 5.115 0.00
C 12.773 5.017 4.651 0.00
O 13.025 4.779 3.471 0.00
N 12.457 4.036 5.520 0.00
C 11.792 4.219 6.850 0.00
H 12.746 7.118 4.247 0.00
H 13.718 6.794 5.591 0.00
H 11.876 6.739 5.628 0.00
H 12.415 3.128 5.078 0.00
H 12.007 5.193 7.289 0.00
H 12.328 3.575 7.547 0.00
H 10.708 4.104 6.816 0.00
C 10.066 7.358 0.797 0.00
C 11.569 7.424 1.212 0.00
O 12.134 6.367 1.506 0.00
N 12.230 8.524 1.378 0.00
C 11.774 9.880 1.045 0.00
H 9.892 6.378 0.353 0.00
H 9.838 8.023 -0.035 0.00
H 9.243 7.572 1.479 0.00
H 13.146 8.503 1.804 0.00
H 11.224 10.313 1.881 0.00
H 11.247 9.936 0.092 0.00
H 12.709 10.423 0.909 0.00
C 17.241 3.697 0.369 0.00
C 16.065 3.311 -0.504 0.00
O 14.928 3.707 -0.242 0.00
N 16.198 2.565 -1.596 0.00
C 17.411 2.082 -2.264 0.00
H 18.006 2.921 0.381 0.00
H 16.907 3.874 1.391 0.00
H 17.726 4.590 -0.028 0.00
H 15.333 2.414 -2.095 0.00
H 17.147 1.708 -3.253 0.00
H 17.787 1.240 -1.682 0.00
H 18.192 2.817 -2.462 0.00
```

Computed properties:
Charge: +3
2S+1: 2
Strongest force on any atom, eV/Å: 5.42

---

Here is a cluster of 6 separate species, C24H52B3NO14S5 in total from OMol25. Energies are from ωB97M-V/def2-TZVPD.

Geometry as XYZ:
```
99
Properties=species:S:1:pos:R:3:lowdin_charge:R:1
C -3.786 0.458 0.679 -0.08
C -3.419 1.847 1.212 -0.23
N -2.104 1.890 1.886 0.13
B -1.146 2.833 1.382 -0.63
O -0.042 3.193 2.160 0.26
B 1.120 3.451 1.476 -0.35
O 1.183 3.245 0.116 0.26
B -0.002 3.147 -0.605 -0.53
C -0.034 2.664 -2.087 -0.02
C 0.136 1.133 -2.108 -0.24
O 1.402 0.829 -2.673 -0.07
O -1.172 3.376 0.101 0.29
H -4.128 0.499 -0.353 0.06
H -2.931 -0.223 0.724 0.07
H -4.591 0.006 1.254 0.06
H -3.457 2.578 0.403 0.11
H -4.170 2.157 1.939 0.11
H -1.690 0.964 1.843 0.12
H 2.077 3.853 2.057 0.11
H 0.743 3.103 -2.712 0.12
H -1.001 2.923 -2.517 0.11
H -0.668 0.668 -2.683 0.12
H 0.086 0.709 -1.094 0.12
H 1.470 -0.134 -2.749 0.08
O 3.303 -2.398 -3.900 -0.33
S 4.067 -1.804 -2.830 0.65
O 3.486 -1.725 -1.511 -0.33
C 5.673 -2.594 -2.754 -0.23
C 6.537 -1.756 -3.690 -0.22
C 6.184 -0.291 -3.394 -0.21
C 4.656 -0.187 -3.352 -0.21
H 5.556 -3.635 -3.048 0.11
H 6.014 -2.529 -1.721 0.11
H 7.596 -1.960 -3.536 0.11
H 6.297 -1.997 -4.728 0.12
H 6.599 0.000 -2.427 0.12
H 6.586 0.390 -4.141 0.08
H 4.288 0.549 -2.641 0.10
H 4.227 0.003 -4.334 0.11
O 7.379 2.236 -5.416 -0.33
S 8.126 2.815 -4.325 0.65
O 7.549 2.873 -3.008 -0.32
C 9.738 2.035 -4.262 -0.23
C 10.600 2.886 -5.188 -0.22
C 10.242 4.345 -4.873 -0.21
C 8.713 4.441 -4.830 -0.21
H 9.630 0.998 -4.572 0.11
H 10.080 2.086 -3.228 0.11
H 11.660 2.686 -5.035 0.12
H 10.362 2.657 -6.228 0.12
H 10.658 4.622 -3.903 0.12
H 10.652 5.030 -5.613 0.11
H 8.344 5.167 -4.110 0.10
H 8.283 4.638 -5.810 0.11
O -7.545 -0.292 -2.740 -0.32
S -7.200 -0.920 -1.489 0.66
O -6.742 -0.113 -0.384 -0.34
C -8.536 -1.985 -0.968 -0.24
C -8.222 -3.330 -1.606 -0.21
C -6.715 -3.544 -1.413 -0.21
C -6.012 -2.241 -1.810 -0.21
H -9.478 -1.543 -1.287 0.11
H -8.504 -2.046 0.118 0.07
H -8.808 -4.124 -1.145 0.11
H -8.462 -3.304 -2.672 0.12
H -6.513 -3.766 -0.363 0.11
H -6.344 -4.382 -2.003 0.11
H -5.118 -2.035 -1.227 0.09
H -5.778 -2.202 -2.872 0.10
O 2.241 0.065 7.490 -0.32
S 3.332 0.604 6.718 0.66
O 4.512 1.093 7.383 -0.33
C 3.781 -0.585 5.454 -0.23
C 2.893 -0.224 4.269 -0.22
C 2.915 1.308 4.178 -0.21
C 2.688 1.854 5.590 -0.21
H 3.622 -1.583 5.854 0.11
H 4.837 -0.433 5.230 0.11
H 3.246 -0.691 3.351 0.12
H 1.874 -0.572 4.452 0.12
H 3.886 1.637 3.803 0.12
H 2.155 1.681 3.494 0.09
H 3.215 2.784 5.786 0.10
H 1.631 1.973 5.820 0.11
O -10.181 -5.117 3.384 -0.31
S -9.556 -3.852 3.098 0.67
O -9.586 -3.325 1.755 -0.33
C -10.164 -2.625 4.253 -0.23
C -9.202 -2.717 5.432 -0.22
C -7.797 -2.825 4.823 -0.21
C -7.862 -3.880 3.713 -0.21
H -11.198 -2.864 4.490 0.11
H -10.105 -1.657 3.756 0.11
H -9.295 -1.850 6.084 0.12
H -9.425 -3.607 6.023 0.12
H -7.506 -1.862 4.401 0.12
H -7.053 -3.095 5.570 0.11
H -7.198 -3.669 2.878 0.10
H -7.682 -4.886 4.085 0.10
```

Computed properties:
Structure (SMILES): CCNB1OBOB(CCO)O1.O=S1(=O)CCCC1.O=S1(=O)CCCC1.O=S1(=O)CCCC1.O=S1(=O)CCCC1.O=S1(=O)CCCC1
Strongest force on any atom, eV/Å: 0.97

---

Here is a cluster of 7 separate species, C33H26BF4O21 in total from OMol25. Energies are from ωB97M-V/def2-TZVPD.

Geometry as XYZ:
```
85
Properties=species:S:1:pos:R:3:lowdin_charge:R:1
B 0.544 -0.182 -0.094 -1.32
F -0.411 0.602 0.446 0.16
F 0.038 -0.599 -1.393 0.04
F 1.747 0.475 -0.264 0.14
F 0.642 -1.309 0.678 0.15
C 5.772 5.134 0.516 0.08
C 6.097 4.282 1.681 -0.16
C 5.453 2.973 1.764 -0.36
O 5.621 2.204 2.690 0.10
C 4.651 2.547 0.562 0.10
C 4.334 3.427 -0.545 -0.12
C 4.928 4.828 -0.594 -0.37
O 4.786 5.651 -1.495 0.11
O 3.511 3.141 -1.667 0.05
O 6.907 4.619 2.734 0.06
H 6.102 6.159 0.374 0.12
H 4.304 1.529 0.528 0.11
H 2.920 2.356 -1.558 0.12
H 6.754 3.945 3.470 0.14
C 5.600 -2.618 2.074 0.09
C 4.226 -2.810 1.543 -0.07
C 3.916 -4.069 0.878 -0.43
O 2.840 -4.317 0.393 0.14
C 5.021 -4.930 0.642 0.11
C 6.408 -4.774 1.382 -0.14
C 6.724 -3.487 2.045 -0.42
O 7.788 -3.328 2.583 0.12
O 7.486 -5.480 1.149 0.11
O 3.161 -1.895 1.642 0.12
H 5.862 -1.785 2.658 0.10
H 5.003 -5.719 -0.071 0.10
H 8.268 -4.957 1.398 0.12
H 2.500 -2.282 1.128 0.04
C -5.838 -1.610 -3.159 0.08
C -5.701 -2.412 -1.886 -0.18
C -4.459 -2.334 -1.070 -0.33
O -4.379 -3.016 -0.009 0.06
C -3.341 -1.504 -1.514 0.12
C -3.512 -0.712 -2.819 -0.19
C -4.803 -0.668 -3.503 -0.31
O -4.980 0.198 -4.489 0.01
O -2.436 -0.491 -3.509 0.09
O -6.719 -3.169 -1.482 0.09
H -6.898 -1.743 -3.783 0.18
H -2.458 -1.624 -1.090 0.04
H -1.445 -0.389 -3.175 0.20
H -7.142 -3.028 -0.654 0.12
C -3.076 7.372 0.520 0.09
C -2.962 7.469 -0.928 -0.14
C -2.398 6.420 -1.754 -0.41
O -2.424 6.544 -2.958 0.10
C -1.861 5.264 -0.992 0.11
C -2.064 5.197 0.553 -0.13
C -2.656 6.268 1.318 -0.44
O -2.877 6.155 2.473 0.17
O -1.642 4.050 1.167 0.07
O -3.454 8.581 -1.622 0.08
H -3.497 8.284 0.910 0.12
H -1.597 4.197 -1.445 0.15
H -1.295 3.245 0.695 0.14
H -3.259 8.527 -2.533 0.07
C -2.442 -5.953 -1.912 0.12
C -2.074 -5.551 -3.374 -0.18
C -1.047 -4.610 -3.583 -0.44
O -0.692 -4.289 -4.694 0.11
C -0.545 -3.949 -2.415 0.11
C -0.850 -4.301 -0.988 -0.12
C -1.825 -5.329 -0.780 -0.34
O -2.060 -5.746 0.419 0.07
O -0.165 -3.781 0.069 0.14
O -2.673 -6.214 -4.383 0.09
H -3.223 -6.687 -1.863 0.10
H 0.001 -3.174 -2.718 0.07
H 0.289 -3.038 -0.217 0.04
H -2.058 -5.727 -5.035 0.14
C -3.460 1.440 4.757 -0.01
C -3.565 0.241 3.885 -0.43
O -4.700 0.000 3.304 -0.02
C -2.389 -0.664 3.573 0.00
H -4.384 1.922 4.922 0.09
H -2.870 2.132 4.324 0.06
H -3.030 1.099 5.564 0.03
H -2.857 -1.483 3.104 0.06
H -1.931 -0.794 4.598 0.10
H -1.739 0.053 2.897 0.13
```

Computed properties:
Relative energy (zero: lowest compared OMol25 entry of this formula, charge and spin), kcal per mole: 3.18
Charge: -1
Strongest force on any atom, eV/Å: 10.46

---

Here is an isolated molecule of C5H11NO2 from OMol25. Energies are from ωB97M-V/def2-TZVPD.

Geometry as XYZ:
```
19
Properties=species:S:1:pos:R:3:nbo_charge:R:1
C -1.987 0.706 0.802 -0.65
C -0.700 0.078 1.228 -0.13
C 0.236 -0.577 0.488 -0.05
C 1.441 -1.164 1.184 -0.63
C 0.426 -0.383 -0.963 0.20
N -0.589 -0.903 -1.804 -0.80
O 0.423 1.271 -0.978 -0.37
O 1.735 1.896 -0.926 -0.46
H -2.084 0.849 -0.275 0.20
H -2.838 0.108 1.146 0.22
H -2.071 1.704 1.239 0.22
H -0.570 0.056 2.308 0.19
H 2.286 -0.471 1.118 0.22
H 1.247 -1.359 2.242 0.22
H 1.726 -2.114 0.723 0.21
H 1.403 -0.719 -1.315 0.20
H -1.481 -0.468 -1.599 0.37
H -0.370 -0.725 -2.777 0.37
H 1.768 2.218 -1.842 0.46
```

Computed properties:
Relative energy (zero: lowest compared OMol25 entry of this formula, charge and spin), kcal per mole: 110.61
Structure (SMILES): C/C=C(/C)[C@@H](N)OO
Strongest force on any atom, eV/Å: 2.37

---

Here is an isolated molecule of C7H17BO2 from OMol25. Energies are from ωB97M-V/def2-TZVPD.

Geometry as XYZ:
```
27
Properties=species:S:1:pos:R:3:nbo_charge:R:1
C 0.180 1.275 -3.036 -1.06
B -0.479 0.364 -1.897 1.00
O -1.586 -0.357 -1.943 -0.90
C 0.241 0.540 -0.113 0.09
C -0.814 1.363 0.685 -0.69
O 1.437 1.265 -0.255 -0.75
C 0.571 -0.867 0.509 -0.08
C 1.368 -1.674 -0.517 -0.63
C 1.458 -0.662 1.747 -0.64
C -0.767 -1.488 0.993 -0.63
H -0.072 0.979 -4.188 0.22
H 1.349 1.329 -3.027 0.27
H -0.189 2.343 -2.934 0.26
H -2.108 -0.251 -2.728 0.50
H -1.654 0.663 0.608 0.24
H -0.439 1.471 1.781 0.19
H -0.700 2.267 0.094 0.23
H 1.773 1.304 0.628 0.46
H 0.678 -2.028 -1.292 0.21
H 1.907 -0.902 -1.068 0.23
H 1.876 -2.443 0.037 0.21
H 1.095 0.198 2.479 0.20
H 1.527 -1.523 2.459 0.22
H 2.445 -0.549 1.451 0.21
H -1.526 -1.462 0.152 0.23
H -0.653 -2.471 1.484 0.21
H -0.998 -0.800 1.893 0.21
```

Computed properties:
Relative energy (zero: lowest compared OMol25 entry of this formula, charge and spin), kcal per mole: 20.90
Structure (SMILES): CB(O)[C@](C)(O)C(C)(C)C
Strongest force on any atom, eV/Å: 4.36

---

| no. | E (a.u.) |
| --- | --- |
| 1 | -2346.48682 |
| 2 | -925.05460 |
| 3 | -1595.34017 |
| 4 | -1808.93231 |
| 5 | -4119.53083 |
| 6 | -3277.27149 |
| 7 | -402.20187 |
| 8 | -452.21476 |